Record 1
This record from the Open Molecules 2025 dataset describes a structure of composition C24H44CrN3OP2S in a non-equilibrium geometry. The level of theory is the ωB97M-V functional and the def2-TZVPD basis.

XYZ file:
```
76
Properties=species:S:1:pos:R:3
Cr 0.3063 -1.2817 -0.5559
P 2.2945 -0.5915 -1.4082
P -1.8687 -1.4838 0.1151
N -0.5367 -0.6596 -2.5035
C 1.8003 -0.2050 -3.1304
H 2.4583 0.5685 -3.5472
H 1.9472 -1.1184 -3.7240
C 0.3632 0.2644 -3.2440
H 0.2579 1.2789 -2.8290
H 0.0359 0.2948 -4.2957
C -1.8633 -0.0183 -2.2444
H -2.3479 0.1974 -3.2117
H -1.6925 0.9337 -1.7006
C -2.7082 -1.0016 -1.4411
H -2.8819 -1.9230 -2.0207
H -3.6896 -0.5500 -1.2436
C -2.5885 -0.3137 1.3542
C -1.9203 -0.3876 2.7262
H -2.2706 0.4547 3.3397
H -0.8288 -0.3269 2.6723
H -2.1768 -1.3178 3.2495
C -2.3252 -3.2276 0.4640
C -1.9317 -3.6794 1.8716
H -1.9619 -4.7764 1.9038
H -2.6311 -3.3112 2.6323
H -0.9170 -3.3751 2.1545
C 3.5194 -1.9508 -1.5421
C 4.2319 -2.2449 -0.2208
H 4.7326 -3.2180 -0.3101
H 3.5463 -2.3082 0.6330
H 5.0042 -1.4986 0.0055
C 3.0745 0.9728 -0.7944
C 3.3402 0.9550 0.7114
H 3.6685 1.9545 1.0305
H 4.1312 0.2374 0.9713
H 2.4518 0.6957 1.2971
C 1.0019 -1.4964 1.2389
C -3.7845 -3.5626 0.1493
H -4.4740 -3.0767 0.8498
H -4.0671 -3.2813 -0.8703
H -3.9152 -4.6485 0.2423
C 4.5130 -1.7913 -2.6962
H 5.0762 -2.7285 -2.7925
H 4.0174 -1.6046 -3.6542
H 5.2289 -0.9823 -2.5097
C 4.3390 1.3854 -1.5532
H 4.6154 2.4067 -1.2494
H 5.1912 0.7350 -1.3090
H 4.2065 1.3966 -2.6422
C -4.1081 -0.4422 1.4995
H -4.3808 -1.3482 2.0596
H -4.4902 0.4183 2.0696
H -4.6352 -0.4546 0.5384
H -2.3367 0.6695 0.9062
H 2.2776 1.7207 -0.9928
H -1.6813 -3.7679 -0.2524
H 2.8636 -2.8108 -1.7673
O 1.3945 -1.4137 2.3483
H -0.7447 -1.3776 -3.1929
H 0.7868 -2.7104 0.0113
N 0.3069 2.9246 -1.4809
C -0.0717 3.0783 -0.1648
N -1.2269 2.6903 0.3198
C -1.4208 3.2403 1.5834
C -2.6120 3.2212 2.3282
C -2.7264 4.0397 3.4544
C -1.6506 4.8359 3.8778
C -0.4314 4.8080 3.1847
C -0.3194 4.0051 2.0566
S 1.0262 3.9030 0.9228
H -0.4740 2.9385 -2.1307
H 1.1129 3.4795 -1.7614
H -3.4352 2.5990 1.9752
H -3.6610 4.0633 4.0142
H -1.7599 5.4893 4.7415
H 0.4257 5.4114 3.4835
```

Computed properties:
multiplicity: 5
gap between HOMO and LUMO (alpha / beta): 7.24 / 7.63 eV
relative energy (zero: lowest compared OMol25 entry of this formula, charge and spin): 0.0 kcal per mole
total charge: +1
F_max: 0.0797 hartree/bohr
highest occupied orbital energy (alpha / beta): -9.3539 / -10.7296 eV

***

Record 2
This record from the Open Molecules 2025 dataset describes a structure of composition C10H14ClN2 in a non-equilibrium geometry. The level of theory is the ωB97M-V functional and the def2-TZVPD basis.

XYZ file:
```
27
Properties=species:S:1:pos:R:3
C -1.2714 3.0396 0.8852
C -1.9840 1.9401 0.4229
C -0.0352 2.8528 1.4781
C -1.4570 0.6733 0.5428
C 0.5198 1.5903 1.5784
C -0.1875 0.4768 1.1085
C 0.0069 -1.8593 -0.2247
C 1.5587 -1.1095 1.8095
C -0.2601 -2.2854 -2.5422
C 0.7198 -0.1657 -1.7874
N 0.2626 -0.8144 1.2842
N 0.1241 -1.4318 -1.4314
Cl -0.5397 -3.3566 0.2096
H -1.6865 4.0300 0.7917
H -2.9586 2.0747 -0.0194
H 0.5098 3.7006 1.8630
H -2.0123 -0.1893 0.2039
H 1.4784 1.4685 2.0554
H 1.6958 -2.1890 1.8349
H 2.3857 -0.6501 1.2570
H 1.5768 -0.7516 2.8414
H -1.2722 -2.6621 -2.3990
H 0.4139 -3.1405 -2.6150
H -0.2129 -1.7204 -3.4691
H 0.7920 0.4980 -0.9301
H 0.1142 0.3168 -2.5547
H 1.7192 -0.3358 -2.1936
```

Computed properties:
gap between HOMO and LUMO (alpha / beta): 7.56 / 7.56 eV
relative energy (zero: lowest compared OMol25 entry of this formula, charge and spin): 10.1 kcal per mole
total charge: +1
F_max: 0.0959 hartree/bohr
highest occupied orbital energy (alpha / beta): -11.8693 / -11.8691 eV

***

Record 3
This record from the Open Molecules 2025 dataset describes a cluster of 2 separate species, C3H6NO2 in total in a non-equilibrium geometry. The level of theory is the ωB97M-V functional and the def2-TZVPD basis.

XYZ file:
```
12
Properties=species:S:1:pos:R:3
C -1.1285 0.5981 0.0541
C 1.2743 0.6698 0.0322
C 0.0864 -0.0633 0.0166
N 0.1185 -1.4419 -0.1687
O 2.4471 0.1749 -0.1566
O -2.2659 0.0299 -0.1101
H -1.2001 2.3070 0.3479
H 1.2604 1.7402 0.2004
H 2.4593 -0.7743 -0.3856
H 0.7903 -1.9464 0.3965
H -0.7873 -1.8861 -0.1635
H -3.0546 0.5920 -0.0633
```

Computed properties:
gap between HOMO and LUMO: 8.32 eV
relative energy (zero: lowest compared OMol25 entry of this formula, charge and spin): 74.1 kcal per mole
total charge: +1
F_max: 0.1069 hartree/bohr
highest occupied orbital energy: -13.7253 eV

***

Record 4
This record from the Open Molecules 2025 dataset describes a structure of composition C31H28BMoN7S. The level of theory is the ωB97M-V functional and the def2-TZVPD basis.

XYZ file:
```
69
Properties=species:S:1:pos:R:3
Mo 0.1311 0.2188 0.6576
C -0.9773 -1.3236 -4.5188
C -0.8350 -0.3537 -3.4037
C -1.0408 1.0189 -3.4039
C -0.7717 1.4582 -2.1136
N -0.4175 0.3844 -1.3627
N -0.4609 -0.7127 -2.1671
B -0.0925 -2.0855 -1.5775
N -1.0632 -2.3196 -0.4040
N -1.1924 -1.3551 0.5442
C -2.2115 -1.6961 1.3604
C -2.7170 -2.9194 0.9398
C -1.9762 -3.2802 -0.1812
C -2.1196 -4.4729 -1.0545
C -2.6468 -0.7858 2.4139
C -2.3865 0.5752 2.2795
C -2.7910 1.5006 3.2244
C -3.4724 1.0473 4.3449
C -3.7367 -0.3094 4.5009
C -3.3296 -1.2274 3.5466
N 1.3411 -1.9446 -1.0307
N 1.6278 -0.9141 -0.1932
C 2.9604 -0.8948 0.0161
C 3.5267 -1.9567 -0.6774
C 2.4784 -2.5933 -1.3344
C 2.5195 -3.7604 -2.2521
C 3.5643 0.1781 0.7985
C 4.7928 0.0307 1.4415
C 5.3238 1.0932 2.1542
C 4.6472 2.3053 2.2380
C 3.4227 2.4653 1.6053
C 2.8991 1.3970 0.8989
C -0.8312 2.8151 -1.5805
C -0.5372 3.0908 -0.2503
C -0.5822 4.3671 0.2758
C -0.9373 5.4201 -0.5576
C -1.2364 5.1732 -1.8889
C -1.1852 3.8872 -2.4002
H -1.2927 -0.8044 -5.4196
H -0.0313 -1.8242 -4.7237
H -1.7204 -2.0845 -4.2820
H -1.3478 1.6129 -4.2450
H -0.1673 -2.9478 -2.3817
H -3.5428 -3.4642 1.3617
H -2.8559 -5.1510 -0.6315
H -2.4517 -4.1865 -2.0526
H -1.1742 -5.0054 -1.1511
H -2.0145 0.9444 1.3079
H -2.5862 2.5535 3.0867
H -3.8099 1.7492 5.0948
H -4.2683 -0.6519 5.3779
H -3.5330 -2.2808 3.6853
H 4.5687 -2.2166 -0.7368
H 3.5267 -4.1670 -2.2835
H 1.8402 -4.5453 -1.9210
H 2.2356 -3.4703 -3.2640
H 5.3248 -0.9100 1.3928
H 6.2775 0.9793 2.6507
H 5.0845 3.1268 2.7885
H 2.8903 3.4052 1.6544
H 2.0290 1.5780 0.2447
H -0.2532 2.3072 0.4695
H -0.3451 4.5327 1.3181
H -0.9808 6.4284 -0.1704
H -1.5127 5.9918 -2.5388
H -1.4216 3.7226 -3.4416
S 0.8483 -1.0035 2.6795
C 0.6436 0.6044 2.8501
N 0.3533 1.6560 2.3924
```

Computed properties:
multiplicity: 3
gap between HOMO and LUMO (alpha / beta): 6.18 / 6.34 eV
relative energy (zero: lowest compared OMol25 entry of this formula, charge and spin): 24.7 kcal per mole
total charge: +2
F_max: 0.0170 hartree/bohr
highest occupied orbital energy (alpha / beta): -14.1909 / -14.1742 eV

***

Record 5
This record from the Open Molecules 2025 dataset describes a cluster of 10 separate species, C20H59NO10 in total in a non-equilibrium geometry. The level of theory is the ωB97M-V functional and the def2-TZVPD basis.

XYZ file:
```
90
Properties=species:S:1:pos:R:3
C -0.8292 2.1425 1.4181
C -0.2676 3.3754 0.6135
C -0.9834 3.3571 -0.8246
C -0.6295 4.6822 1.3207
C 0.1404 5.1126 2.5469
C 1.5437 5.3111 2.0437
C 2.2083 4.0845 1.4059
C 3.3146 4.7296 0.5435
C 2.8532 3.1629 2.4903
N 1.2063 3.3526 0.5001
O 1.7355 2.3247 -0.2404
H -1.9150 2.1881 1.5019
H -0.6113 1.2103 0.8968
H -0.2955 2.0600 2.3649
H -1.1136 4.3813 -1.1742
H -0.3295 2.9066 -1.5712
H -1.9176 2.7978 -0.8745
H -0.6138 5.4942 0.5936
H -1.6691 4.7018 1.6477
H -0.2113 5.9979 3.0766
H 0.1074 4.3127 3.2866
H 2.1004 5.6905 2.9006
H 1.5497 6.1804 1.3861
H 2.9115 5.2625 -0.3177
H 3.9564 3.9063 0.2299
H 3.8656 5.4052 1.1977
H 3.8738 3.5402 2.5548
H 2.7287 2.1010 2.2780
H 2.4450 3.3278 3.4874
H 1.3906 1.5917 0.2748
C -3.9290 -3.8233 1.4164
C -4.0929 -3.4990 -0.0630
O -3.9236 -4.5610 -0.9121
H -4.5790 -4.6273 1.7616
H -4.3042 -2.9146 1.8870
H -2.9010 -3.9954 1.7355
H -3.4906 -2.7332 -0.5518
H -5.1217 -3.1650 -0.1978
H -3.0594 -4.4903 -1.3241
C -3.9340 0.5628 0.5691
C -4.1063 0.4964 2.1230
O -5.4558 0.7105 2.2285
H -4.5348 -0.1489 0.0029
H -2.9661 0.1617 0.2686
H -3.9232 1.5206 0.0488
H -3.4520 1.1558 2.6932
H -3.9674 -0.4943 2.5556
H -5.7304 0.4929 3.1223
C 3.3084 -3.2944 1.0098
O 2.4002 -2.5975 1.8702
H 3.5384 -2.5948 0.2062
H 4.1444 -3.7084 1.5735
H 2.7385 -4.1167 0.5771
H 2.4734 -3.0548 2.7111
C -0.9723 -1.1313 -5.1234
O -0.7250 -2.3419 -4.5405
H -1.2432 -0.3522 -4.4108
H -0.1868 -0.8433 -5.8220
H -1.8419 -1.3542 -5.7416
H -0.3628 -2.9422 -5.1964
C -0.5287 -1.6819 2.6096
O -0.6835 -3.0269 2.2762
H 0.4785 -1.7931 3.0112
H -0.5063 -0.9537 1.7988
H -1.3036 -1.3448 3.2981
H 0.0457 -3.2920 1.7108
C -0.3540 -1.3112 -1.1979
O 0.7249 -0.8810 -0.3586
H -0.0413 -2.2985 -1.5378
H -1.3427 -1.4240 -0.7532
H -0.5084 -0.6247 -2.0304
H 1.4038 -1.5584 -0.4005
C -0.5965 -5.1392 -2.7241
O -1.5648 -4.2114 -2.5881
H 0.3848 -4.7882 -2.4047
H -0.8483 -6.1001 -2.2756
H -0.5751 -5.4048 -3.7811
H -1.3398 -3.4960 -3.1874
C 4.0215 0.3257 0.1662
O 3.8899 0.5246 -1.2186
H 3.3493 -0.3623 0.6789
H 5.0324 -0.0684 0.2712
H 4.1034 1.2658 0.7117
H 3.0824 1.0268 -1.3499
C 2.7906 -1.9002 -3.7649
O 2.7648 -1.7517 -2.4060
H 1.8092 -1.7100 -4.1993
H 3.5406 -1.1738 -4.0779
H 3.1278 -2.8598 -4.1568
H 3.2986 -0.9946 -2.1539
```

Computed properties:
gap between HOMO and LUMO: 8.30 eV
relative energy (zero: lowest compared OMol25 entry of this formula, charge and spin): 73.9 kcal per mole
total charge: 0
structure (SMILES): CC1(C)CCCC(C)(C)N1O.CCO.CCO.CO.CO.CO.CO.CO.CO.CO
F_max: 0.0678 hartree/bohr
highest occupied orbital energy: -7.8912 eV